(1)
{
  "formula": "C14H10AgN2O3",
  "method": "ωB97M-V with the def2-TZVPD basis set",
  "e_homo_ev": -4.21,
  "orbital_gap_ev": 7.406,
  "total_charge": -1,
  "lumo_energy_ev": 3.20,
  "species": ["N", "C", "C", "C", "C", "C", "H", "H", "N", "H", "O", "C", "H", "H", "H", "H", "C", "O", "C", "C", "C", "H", "C", "O", "C", "C", "H", "C", "Ag", "H"],
  "xyz": [[-0.248206, -0.168991, 1.714486], [4.158220, -0.244144, 0.965128], [-4.264771, -0.680357, 2.747383], [-3.830720, -0.650529, 1.408413], [-6.546645, -0.935614, 1.999953], [-2.387699, -0.488172, 1.033764], [4.639213, 0.017935, 0.030007], [-5.934427, -0.839744, 4.063566], [-1.562895, -0.439296, 2.065071], [-6.846935, -1.006764, -0.133297], [2.143292, 0.116038, -0.136109], [2.900752, -0.925551, 3.306171], [2.391905, -1.209899, 4.223183], [0.350185, -1.295597, 3.299400], [4.855481, -1.181539, 4.154171], [-4.414745, -0.750745, -0.622708], [-5.625886, -0.821993, 3.025498], [-3.417831, -0.578172, 3.781947], [4.902285, -0.567322, 2.073431], [-6.129052, -0.914548, 0.672207], [0.657674, -0.694527, 2.435796], [-7.598916, -1.041417, 2.238219], [4.278790, -0.917456, 3.277347], [-2.108283, -0.443196, -0.210141], [-4.777955, -0.774471, 0.396048], [2.731067, -0.215322, 0.962765], [-2.502096, -0.508554, 3.369316], [2.101443, -0.574948, 2.207626], [0.036274, -0.114894, -0.589264], [5.985481, -0.557709, 2.009523]],
  "forces_ev_per_a": [[-0.3, -0.1, -0.1], [0.0, 0.0, 0.0], [0.0, 0.0, 0.1], [0.0, 0.0, 0.0], [0.0, 0.0, 0.0], [-0.1, -0.1, -0.1], [0.0, 0.0, 0.0], [0.0, 0.0, 0.0], [0.2, 0.1, -0.2], [0.0, 0.0, 0.0], [0.0, -0.1, 0.0], [0.0, 0.0, 0.0], [0.0, 0.0, 0.0], [0.0, 0.0, 0.0], [0.0, 0.0, 0.0], [0.0, 0.0, 0.0], [-0.1, 0.0, 0.0], [-0.2, 0.0, 0.1], [0.0, 0.0, 0.1], [0.1, 0.0, 0.0], [0.2, 0.0, 0.1], [0.0, 0.0, 0.0], [0.0, 0.0, -0.1], [0.0, 0.1, 0.2], [-0.1, 0.0, 0.0], [0.0, 0.0, 0.0], [0.1, 0.0, 0.0], [-0.1, 0.0, 0.0], [0.1, 0.0, 0.0], [0.0, 0.0, 0.0]]
}

(2)
{
  "formula": "C14H10F3MnN4O7",
  "method": "ωB97M-V with the def2-TZVPD basis set",
  "spin_multiplicity": 6,
  "e_homo_ev": [-4.90, -4.90],
  "s2": 8.75,
  "relative_energy_kcal_mol": 0.0,
  "orbital_gap_ev": [6.557, 6.545],
  "total_charge": -1,
  "lumo_energy_ev": [1.66, 1.65],
  "species": ["C", "H", "N", "C", "H", "H", "O", "N", "C", "O", "H", "H", "C", "N", "C", "H", "C", "F", "C", "C", "F", "O", "C", "C", "Mn", "H", "C", "H", "O", "C", "C", "C", "H", "H", "F", "O", "O", "N", "O"],
  "xyz": [[-1.504039, -2.232028, 0.872259], [-1.849345, -3.014977, 3.506462], [1.892990, 2.007291, -2.775737], [4.041485, 1.008144, -2.303009], [0.320834, 0.218082, 5.238753], [5.732999, -0.175584, -1.779582], [2.033452, -1.460793, 0.088855], [1.989934, 0.291675, -1.303408], [2.644380, -0.715856, -0.665274], [-0.665236, 1.721018, -1.558416], [0.738644, 1.082062, 2.899042], [4.582123, 1.689045, -2.941691], [4.669386, -2.004729, -0.217119], [4.008907, -0.883443, -0.888942], [-0.999299, -1.583544, 2.160059], [4.639153, -1.871197, 0.861257], [-0.785067, 4.001239, -0.902604], [-0.101134, 4.390562, -2.007346], [2.623987, 1.117124, -2.113521], [4.669061, -0.005491, -1.678529], [-2.085222, 4.180778, -1.150567], [-2.102989, -3.287218, 0.921379], [-1.269587, -2.108715, 3.409600], [0.180229, 0.170586, 3.084349], [0.034440, -0.061561, -0.139678], [4.150168, -2.928855, -0.453946], [-1.040940, -2.011135, 5.973854], [2.322426, 2.702677, -3.356233], [-0.450871, -1.375449, 6.875058], [-0.050644, -0.295521, 4.362062], [-0.475749, 2.516971, -0.600396], [-0.783147, -1.463128, 4.540946], [5.699953, -2.058594, -0.558342], [0.880501, 1.997599, -2.643459], [-0.433894, 4.815548, 0.087776], [-0.042373, 2.230065, 0.518751], [-1.632719, -3.107238, 6.004430], [-0.277298, -0.463935, 1.999773], [-1.271598, -1.532575, -0.202666]],
  "forces_ev_per_a": [[-0.1, 0.3, -0.1], [0.0, 0.0, 0.0], [-0.1, 0.1, -0.1], [0.0, 0.2, -0.1], [0.0, 0.0, 0.0], [0.0, 0.0, 0.0], [0.1, 0.0, 0.1], [0.0, -0.3, 0.3], [0.1, 0.0, -0.1], [0.0, 0.0, 0.2], [0.0, 0.0, 0.0], [0.0, 0.0, 0.0], [-0.1, 0.1, -0.1], [-0.1, -0.2, 0.2], [0.1, 0.0, -0.1], [0.0, 0.0, 0.0], [0.1, -0.2, -0.1], [0.0, 0.1, 0.0], [0.0, -0.1, -0.2], [0.2, -0.1, 0.0], [-0.1, 0.1, -0.1], [0.1, 0.0, 0.0], [0.0, 0.0, 0.0], [0.0, -0.1, -0.1], [-0.1, 0.4, 0.3], [0.0, 0.0, 0.0], [1.2, -0.8, -0.1], [0.0, 0.0, 0.0], [-0.5, 0.1, -0.1], [0.0, 0.0, 0.0], [0.0, 0.0, -0.2], [-0.4, 0.2, 0.1], [0.0, 0.0, 0.0], [0.1, 0.1, 0.1], [0.0, 0.1, 0.0], [0.1, -0.2, 0.0], [-0.3, 0.4, 0.1], [0.1, 0.1, -0.1], [-0.1, -0.4, -0.1]]
}

(3)
{
  "formula": "C14H10F8N5O3S2",
  "method": "ωB97M-V with the def2-TZVPD basis set",
  "e_homo_ev": -11.05,
  "orbital_gap_ev": 6.262,
  "total_charge": 1,
  "lumo_energy_ev": -4.79,
  "species": ["F", "C", "F", "C", "C", "F", "O", "F", "C", "N", "C", "H", "O", "C", "H", "O", "C", "N", "C", "F", "H", "F", "C", "C", "N", "N", "C", "H", "S", "H", "F", "F", "H", "C", "C", "H", "H", "N", "S", "H", "C", "H"],
  "xyz": [[-1.608905, -5.423951, 3.638866], [-0.096313, 0.392429, 1.374184], [1.353712, 2.240536, 0.963461], [1.668509, -4.690252, 1.290877], [-0.534075, -5.184313, 2.868620], [2.203401, 0.473061, 1.646960], [2.880243, 1.148759, -1.225500], [-0.075083, 1.814632, 3.240006], [-1.684067, 3.086422, -2.389748], [-0.925757, 2.073203, -3.145712], [0.981076, -3.634426, 1.873562], [1.322650, 3.291890, -2.536584], [1.980757, -1.005026, -0.757793], [0.138985, -6.247993, 2.301203], [-0.686426, -3.070506, 3.123525], [-3.992631, 0.860132, -3.478116], [1.245232, -5.995519, 1.503420], [-0.219807, 5.200700, -2.609389], [-0.498910, 3.947033, -1.905697], [-1.299538, 2.388719, 1.581476], [1.314356, -2.621186, 1.711688], [0.135359, -0.670802, 2.098213], [-0.131917, -3.879253, 2.665375], [-2.815361, 0.869417, -3.540035], [-1.574497, 0.864598, -3.561673], [0.468231, 0.625587, -1.928532], [0.347010, 6.031125, -1.921586], [2.534437, -4.497125, 0.671347], [1.059094, 7.031984, -1.008705], [-2.059997, 2.682671, -1.448688], [-1.838002, 0.757104, 2.843001], [-0.893347, 0.036154, 0.372639], [-0.741053, 4.253106, -0.890977], [1.275253, 0.944373, 0.881329], [0.077894, 1.804871, -2.291218], [-2.465307, 3.635491, -2.893867], [-0.202129, -7.257968, 2.485128], [0.643232, 2.989970, -1.834720], [1.771099, 0.384237, -0.821842], [0.015153, -0.214508, -2.286813], [-0.850559, 1.383494, 2.294613], [1.778000, -6.818871, 1.047704]],
  "forces_ev_per_a": [[0.0, 0.0, 0.0], [0.2, 0.7, 0.7], [-0.4, 1.8, -0.5], [0.1, 0.0, -0.1], [0.2, 0.0, -0.1], [1.5, -1.2, 0.7], [-0.1, 1.6, -0.4], [1.2, 0.7, 1.0], [0.9, 1.2, 0.5], [-1.5, -2.0, 0.4], [0.0, -0.3, 0.0], [0.6, -0.1, 0.4], [-1.3, -1.1, 0.1], [-0.1, -0.2, 0.0], [0.0, 0.0, 0.0], [3.2, -0.2, -0.5], [0.0, 0.2, 0.0], [-0.1, -1.5, -0.4], [-0.8, 1.3, 0.8], [-0.5, 1.2, -0.8], [0.1, 0.0, 0.0], [0.3, -1.2, 0.7], [-0.1, 0.2, 0.1], [-2.9, 0.3, 0.5], [-0.5, 0.4, 0.0], [0.4, -0.5, 0.3], [0.2, 0.2, -0.1], [0.0, 0.0, 0.0], [0.3, 0.6, 0.2], [-0.5, -0.5, -0.3], [-1.6, -0.9, 0.5], [-0.6, 0.1, -1.1], [0.1, -0.3, 0.3], [-1.2, -0.2, -0.3], [0.9, 1.4, -1.0], [0.1, -0.1, -0.6], [0.0, 0.0, 0.0], [-0.6, 0.0, -0.3], [2.1, -0.9, -0.2], [-0.1, 0.0, 0.0], [0.5, -0.6, -0.7], [0.0, 0.0, 0.0]]
}

(4)
{
  "formula": "C14H11CeClN2O2",
  "method": "ωB97M-V with the def2-TZVPD basis set",
  "e_homo_ev": [-17.14, -17.14],
  "relative_energy_kcal_mol": 0.0,
  "orbital_gap_ev": [7.376, 7.461],
  "total_charge": 2,
  "lumo_energy_ev": [-9.76, -9.68],
  "species": ["C", "C", "C", "C", "C", "N", "C", "H", "Cl", "H", "H", "H", "H", "C", "H", "C", "C", "H", "H", "C", "C", "O", "C", "Ce", "O", "N", "H", "H", "H", "C", "C"],
  "xyz": [[-1.205592, -1.834594, -2.073803], [2.620447, 0.810202, -0.688939], [-0.007561, -0.303680, -3.354809], [-0.247175, -0.000908, 5.642806], [-0.686080, -1.056238, 3.460035], [0.439845, -0.277645, 1.483394], [1.099756, 0.371012, -4.085865], [2.043972, 1.070951, 1.792778], [0.115477, 2.712433, -1.360002], [-3.095311, -0.597893, -2.007891], [1.115673, 0.063826, -5.142273], [-1.491979, -2.749508, -1.551711], [0.984377, 1.465261, -4.050149], [0.948811, 0.703285, 3.611721], [0.893153, -2.278682, -2.806543], [1.210702, 0.538430, 2.260451], [-0.395725, -1.162723, 2.107103], [1.446214, 1.491324, 4.184453], [2.080215, 0.105831, -3.655620], [0.043951, -1.599887, -2.721667], [-1.323532, 0.237491, -3.104423], [-1.916248, 2.260011, 1.895618], [0.003323, -0.122891, 4.230420], [-0.106038, 0.166809, -0.922785], [3.632692, 1.307301, -0.454164], [-0.410797, 0.122475, 6.796604], [-0.830254, -1.968729, 1.503794], [-1.675850, 1.179552, -3.508090], [-1.467143, -1.664598, 3.925400], [-1.768120, 1.713602, 0.899374], [-2.051198, -0.701822, -2.305213]],
  "forces_ev_per_a": [[-0.1, 0.2, -0.8], [4.0, 1.9, 0.8], [-1.2, -1.0, -0.2], [-0.4, 0.4, 2.5], [-0.3, -0.5, -0.1], [0.9, -1.0, 0.6], [0.4, 0.4, 0.1], [-0.6, 0.1, 0.1], [0.0, -1.5, 0.2], [0.3, 0.0, 0.1], [-0.1, 0.0, 0.3], [0.1, 0.3, 0.0], [0.1, -0.4, -0.1], [0.3, 0.1, 0.1], [-0.2, 0.1, 0.3], [-0.9, 0.0, 0.0], [0.0, 0.9, 0.1], [0.1, -0.5, -0.2], [-0.3, 0.1, -0.3], [-0.6, 0.6, -0.7], [0.2, -1.2, -0.5], [0.3, -1.5, -3.2], [0.0, 0.4, -0.1], [1.0, 2.8, 2.7], [-3.9, -1.9, -1.0], [0.4, -0.3, -2.8], [-0.1, 0.5, 0.1], [0.0, 0.0, 0.2], [0.5, 0.0, -0.2], [-0.4, 1.3, 3.1], [0.4, -0.1, -0.9]]
}

(5)
{
  "formula": "C14H11Cl2N3O2S",
  "method": "ωB97M-V with the def2-TZVPD basis set",
  "e_homo_ev": -9.53,
  "smiles": "CCC1=NS(=O)(=O)c2cnccc2N1c1ccc(Cl)c(Cl)c1",
  "orbital_gap_ev": 9.186,
  "lumo_energy_ev": -0.34,
  "species": ["H", "C", "O", "H", "C", "H", "H", "C", "C", "H", "C", "C", "N", "Cl", "C", "C", "N", "S", "H", "H", "N", "H", "H", "C", "H", "C", "C", "Cl", "C", "C", "O", "H", "C"],
  "xyz": [[3.032259, -0.227643, 3.508086], [2.001623, 0.091307, 3.355272], [-2.813914, -0.166822, 2.896218], [0.379696, -2.182976, -0.846047], [1.339608, 0.940139, -1.223526], [-3.378346, -1.198597, -2.440707], [2.370079, -0.406216, 1.203460], [-0.097329, 0.887737, 3.916977], [-2.292365, -1.176679, -2.082207], [-2.969702, 0.742318, -1.449419], [-1.560877, 0.281614, 0.007355], [2.323497, -0.497648, -2.994005], [1.130799, 0.487410, 4.310692], [3.514276, -0.805360, -4.259306], [0.320167, 0.205799, 1.654591], [1.618108, -1.543564, -2.463801], [-2.530347, 0.685219, 0.767092], [-2.184829, 0.981578, 2.297145], [-0.683726, 1.522542, 4.642752], [1.754474, -2.576202, -2.783352], [-0.196929, 0.006414, 0.363134], [-1.654336, -1.380442, -2.951494], [-2.283507, -1.935590, -1.254024], [0.642467, -0.184663, -0.696738], [-1.488187, 0.870127, -2.141843], [-1.992694, 0.260138, -1.461283], [1.628513, -0.078131, 1.983291], [3.121791, 2.173390, -3.045689], [-0.500112, 0.782230, 2.603549], [2.300305, 0.763215, -2.306037], [-2.825749, 2.131107, 2.861538], [1.117476, 1.903838, -0.662332], [0.857811, -1.355587, -1.309343]],
  "forces_ev_per_a": [[-0.3, 0.4, 1.1], [-1.5, -0.6, -1.9], [0.8, -1.4, 0.5], [-0.3, -1.0, 0.0], [1.1, 0.3, -0.3], [1.5, 0.2, 0.4], [-0.9, 0.3, 1.1], [1.3, 1.2, 0.9], [-1.3, 0.4, 0.6], [0.1, 0.0, 0.4], [0.1, 0.9, -0.8], [1.4, 1.2, 0.6], [0.7, 0.3, -0.7], [-0.9, 0.3, 0.5], [-0.3, 0.2, -0.9], [0.0, -0.6, 0.9], [2.4, 0.9, -1.4], [-4.3, -2.0, 3.4], [0.4, -1.3, -0.7], [0.0, 0.4, -0.4], [-3.3, 0.4, 1.0], [0.0, -0.3, 0.6], [0.4, 0.4, -1.1], [3.0, 2.6, -2.6], [1.7, 0.8, -0.7], [-2.0, -2.2, 0.4], [1.2, 0.0, 0.7], [-0.6, -1.2, 0.9], [-0.2, 0.1, 0.1], [-2.2, 0.6, 0.1], [1.6, 1.7, -1.2], [0.8, -1.0, -1.3], [-0.3, -1.8, -0.5]]
}

(6)
{
  "formula": "C14H11Cl3N9O2RuS2",
  "method": "ωB97M-V with the def2-TZVPD basis set",
  "spin_multiplicity": 5,
  "e_homo_ev": [-18.22, -18.27],
  "s2": 6.05,
  "orbital_gap_ev": [8.273, 5.572],
  "total_charge": 3,
  "lumo_energy_ev": [-9.94, -12.70],
  "species": ["C", "H", "O", "H", "Cl", "N", "C", "O", "H", "C", "C", "C", "N", "C", "Cl", "C", "H", "H", "C", "N", "C", "H", "C", "C", "N", "N", "N", "Cl", "C", "S", "S", "N", "H", "C", "H", "H", "N", "H", "H", "N", "C", "Ru"],
  "xyz": [[-2.450518, 1.121695, -0.973004], [2.492805, 1.441162, -0.952548], [0.409929, 2.243261, 0.145643], [-1.697620, 0.670747, 2.805237], [-0.341563, 4.983956, 1.076319], [0.235361, -1.494652, 1.721911], [-2.894838, 0.880862, 1.207439], [-0.042528, 1.409979, 2.093727], [4.352907, -2.048846, 1.861357], [4.281449, 0.439680, -0.226798], [1.559270, -1.813458, 1.895585], [-3.741104, 1.627253, -0.946082], [2.057187, -0.147050, 0.308277], [-1.574951, 0.997761, -2.081394], [0.053690, 3.818970, 3.701638], [2.911528, 0.641376, -0.357585], [4.981226, 1.075786, -0.756293], [1.827618, -0.959129, -2.417419], [-0.384718, -2.231177, 2.638914], [4.784927, -0.519554, 0.537917], [2.567003, -1.093866, 1.121018], [-2.616827, 2.003344, -3.768464], [-1.775349, 1.450217, -3.380359], [3.941474, -1.279359, 1.218427], [1.440020, -0.401422, -3.163728], [0.527989, -2.942106, 3.290873], [-0.383223, 0.337686, -1.871721], [2.300822, 4.015072, 1.870161], [0.552783, 3.786416, 2.020892], [-0.485261, 1.022815, -4.377783], [-4.403018, 1.544489, 0.608259], [-1.999830, 0.643555, 0.242363], [1.891929, -0.474189, -4.065591], [0.282320, 2.409053, 1.396753], [-4.315459, 2.019016, -1.771845], [-3.363427, 0.939545, 3.187439], [-2.664939, 0.711555, 2.492338], [-1.445789, -2.315112, 2.814348], [0.390572, -3.619239, 4.033047], [1.767451, -2.683917, 2.841305], [0.295011, 0.238167, -3.011039], [-0.001913, 0.083225, 0.265073]],
  "forces_ev_per_a": [[0.0, -0.1, -0.3], [0.0, 0.0, 0.0], [0.1, 0.2, 0.2], [0.0, 0.0, 0.0], [0.1, -0.1, 0.1], [-0.1, 0.2, -0.1], [0.0, 0.0, 0.3], [0.3, 0.2, 0.3], [0.0, 0.0, 0.0], [-0.1, 0.1, -0.1], [0.2, 0.1, 0.1], [0.0, -0.1, 0.1], [0.1, -0.1, 0.0], [-0.3, 0.0, 0.2], [0.0, 0.0, -0.1], [0.1, 0.0, 0.0], [0.0, 0.0, 0.0], [0.0, 0.0, 0.0], [-0.1, -0.3, -0.1], [0.0, 0.0, 0.0], [-0.1, -0.1, 0.1], [0.0, 0.0, 0.0], [0.1, -0.1, 0.0], [-0.1, -0.1, 0.1], [-0.1, 0.0, 0.0], [0.0, 0.1, -0.1], [0.0, 0.1, -0.1], [0.0, 0.0, 0.0], [-0.1, -0.1, -0.1], [0.0, 0.0, 0.0], [0.0, 0.0, -0.1], [0.1, -0.1, -0.1], [0.0, 0.0, 0.0], [0.0, -0.1, -0.2], [0.0, 0.0, 0.0], [-0.1, 0.0, 0.0], [-0.1, -0.1, -0.1], [0.0, 0.1, 0.0], [0.0, 0.0, 0.0], [0.0, 0.0, -0.1], [0.2, -0.1, -0.1], [-0.1, -0.1, 0.2]]
}